48
Properties=species:S:1:pos:R:3:lowdin_charge:R:1 method="wB97M-V/def2-TZVPD" spin_multiplicity=1 orbital_gap_ev=7.401 homo_energy_ev=-7.70 smiles="CC(=O)c1cccc(NS(=O)(=O)c2cc(-c3cnc(C4CC4)o3)ccc2C)c1"
C 5.2132 -2.5800 -2.4017 0.02
C 5.1817 -1.1624 -1.8418 -0.51
O 5.8928 -0.4061 -2.2645 0.18
C 4.3648 -0.9041 -0.7422 -0.34
C 3.4097 -1.6685 -0.4920 -0.01
C 2.6669 -1.4529 0.7498 -0.20
C 2.9258 -0.2286 1.5312 -0.01
C 3.7331 0.5262 0.9122 -0.10
C 4.5848 0.2023 -0.1397 0.00
H 5.3355 0.9784 -0.3616 0.15
H 3.8806 1.2757 1.5975 0.10
H 2.1298 -0.2022 2.1302 0.08
N 1.5767 -2.2353 0.9614 -0.09
S 0.3911 -2.9958 -0.0023 0.76
O 1.0994 -3.5315 -1.2721 -0.37
O -0.3938 -3.7043 0.7850 -0.22
C -0.3112 -1.2029 -0.4701 -0.27
C -1.2858 -0.9683 0.4235 0.00
C -2.1740 0.1532 0.1989 -0.18
C -1.5879 1.0009 -0.7173 -0.03
C -0.6125 0.6577 -1.7908 0.11
C 0.1565 -0.6766 -1.4277 -0.29
C 1.1007 -1.0046 -2.4601 -0.06
H 0.9130 -0.6774 -3.3782 0.03
H 1.1981 -2.1235 -2.7120 0.12
H 1.9478 -0.3422 -2.2650 0.11
H -0.2865 1.5050 -2.5226 0.14
H -2.2303 1.8675 -0.9561 0.11
C -2.9646 0.6005 1.2036 -0.12
C -3.6580 0.0290 2.2726 -0.14
N -4.6939 0.6884 2.6790 0.12
C -4.6219 1.8580 1.8256 -0.42
C -5.5255 2.9844 2.1440 -0.06
C -5.8984 3.8580 0.8386 -0.02
C -4.9011 4.4303 1.7698 0.00
H -4.0330 4.2778 1.5166 0.01
H -5.3422 5.2016 2.2587 0.08
H -5.5497 3.3671 0.1810 -0.02
H -6.9646 4.0771 0.8988 0.13
H -6.0872 2.7405 3.0196 0.12
O -3.7002 1.9052 1.1392 0.18
H -3.2923 -1.0946 2.8343 0.21
H -1.5257 -1.6954 1.1385 0.09
H 1.1985 -2.0812 1.9487 0.16
H 3.2968 -2.8749 -0.9209 0.20
H 4.1228 -2.6464 -2.8891 0.14
H 5.3991 -3.2293 -1.6942 0.02
H 5.9208 -2.4957 -3.2361 0.09